No. 1
{
  "formula": "C8H14N2O",
  "method": "ωB97M-V with the def2-TZVPD basis set",
  "gap_ev": 9.264,
  "lumo_energy_ev": 0.782,
  "smiles": "C#CCCC=O.C=NNCC",
  "elements": ["O", "N", "N", "C", "C", "C", "C", "C", "C", "C", "C", "H", "H", "H", "H", "H", "H", "H", "H", "H", "H", "H", "H", "H", "H"],
  "coordinates": [[-0.03571, -3.21006, 2.05253], [1.38148, 1.40556, -1.51924], [0.83053, 2.56115, -1.97374], [-1.22351, -1.05266, 0.00236], [-1.21792, -3.18435, 2.29661], [-0.41377, 2.58341, -2.22634], [2.58320, 1.60902, -0.72028], [-2.28751, -2.91763, 1.26716], [-1.72077, -2.43277, -0.07118], [-0.84194, 0.07998, 0.07877], [2.33565, 2.28548, 0.62332], [-3.00632, -2.19541, 1.67355], [-1.07640, 1.72346, -2.08293], [3.04541, 0.62471, -0.58381], [3.27656, 2.42843, 1.16734], [-0.84127, 3.48315, -2.65561], [-2.84185, -3.85406, 1.12410], [-0.89933, -3.09783, -0.38036], [-0.49896, 1.09886, 0.14877], [0.72355, 0.77261, -1.10085], [1.67844, 1.67833, 1.26408], [-2.49408, -2.47914, -0.85103], [3.26694, 2.21501, -1.33007], [-1.58958, -3.38886, 3.32007], [1.86716, 3.26359, 0.47677]],
  "forces_ev_per_a": [[-0.55, 0.03, 0.12], [0.55, 0.29, -0.16], [-0.05, 0.19, 0.06], [-0.06, -0.34, -0.01], [0.39, -0.05, -0.11], [-0.26, -0.07, -0.22], [0.17, 0.02, -0.23], [-0.02, 0.14, -0.18], [0.11, -0.03, -0.22], [-0.07, 0.56, 0.33], [-0.06, -0.05, 0.20], [0.10, -0.11, 0.00], [0.13, 0.05, -0.03], [-0.06, 0.15, 0.00], [-0.14, 0.00, -0.10], [0.13, -0.01, 0.09], [0.05, 0.05, 0.06], [-0.24, 0.23, 0.09], [-0.42, -0.49, 0.22], [-0.01, -0.39, -0.15], [0.15, 0.12, -0.17], [0.16, -0.03, 0.23], [-0.14, -0.16, 0.17], [0.05, 0.01, -0.02], [0.07, -0.11, 0.02]],
  "nbo_charge": [-0.513, -0.450, -0.224, 0.041, 0.443, -0.193, -0.221, -0.501, -0.488, -0.312, -0.633, 0.234, 0.153, 0.197, 0.215, 0.183, 0.238, 0.255, 0.251, 0.355, 0.199, 0.240, 0.204, 0.112, 0.215]
}


No. 2
{
  "formula": "C6H12N2",
  "method": "ωB97M-V with the def2-TZVPD basis set",
  "gap_ev": 9.409,
  "lumo_energy_ev": 0.892,
  "smiles": "Cc1c[nH]cn1.CC",
  "elements": ["N", "N", "C", "C", "C", "C", "C", "C", "H", "H", "H", "H", "H", "H", "H", "H", "H", "H", "H", "H"],
  "coordinates": [[-2.96788, -0.57191, -0.23786], [-2.82789, 1.20575, 1.05812], [3.16928, 0.27937, 0.39760], [-3.61077, 0.18067, 0.59496], [2.65526, -1.07383, -0.09090], [-0.70730, -0.47068, -1.37561], [-1.62150, 1.06277, 0.44780], [-1.68887, -0.05404, -0.33499], [0.08858, -1.10971, -1.00194], [1.62485, -1.28642, 0.20041], [-1.19914, -1.10853, -2.10757], [-0.26670, 0.40920, -1.83764], [-0.79477, 1.74162, 0.50727], [2.90845, -1.16776, -1.14264], [4.03928, 0.66169, -0.12714], [3.38904, 0.24675, 1.47216], [-4.59300, 0.00074, 1.01434], [3.12104, -1.89687, 0.46728], [2.38962, 1.04039, 0.37888], [-3.10759, 1.91080, 1.71745]],
  "forces_ev_per_a": [[0.37, -0.74, -0.38], [-0.55, -0.25, 0.02], [-0.67, 0.17, 1.18], [-0.06, 0.39, 0.95], [0.68, -0.39, 0.92], [-0.05, -0.71, 0.13], [0.89, -0.22, -0.38], [-0.83, 0.77, -0.23], [0.10, 0.18, 0.21], [-0.14, 0.57, -0.67], [-0.20, 0.33, -0.23], [0.07, -0.10, -0.20], [-0.03, 0.33, 0.35], [-0.63, -0.39, -0.14], [0.07, -0.16, -0.09], [0.32, -0.14, -0.18], [0.04, 0.07, -0.31], [0.61, 0.19, -0.38], [-0.07, 0.12, -0.51], [0.09, -0.03, -0.05]],
  "nbo_charge": [-0.458, -0.525, -0.611, 0.163, -0.617, -0.641, -0.115, 0.087, 0.219, 0.210, 0.233, 0.216, 0.212, 0.209, 0.207, 0.202, 0.193, 0.204, 0.199, 0.416]
}


No. 3
{
  "formula": "C3H6N2O",
  "method": "ωB97M-V with the def2-TZVPD basis set",
  "gap_ev": 10.830,
  "lumo_energy_ev": 1.063,
  "smiles": "NC(=O)N1CC1",
  "elements": ["O", "N", "N", "C", "C", "C", "H", "H", "H", "H", "H", "H"],
  "coordinates": [[1.12688, -1.45995, 0.62803], [-0.27607, -0.02126, -0.56893], [1.96542, 0.44942, -0.31301], [-1.14017, 0.74526, 0.32368], [-1.45543, -0.66206, -0.02311], [0.96863, -0.44464, -0.02218], [-1.68092, 1.57171, -0.13322], [-1.26991, -1.42203, 0.73162], [-0.76254, 0.93237, 1.32724], [1.86267, 1.06212, -1.10864], [-2.23563, -0.88442, -0.74729], [2.89706, 0.13348, -0.09417]],
  "forces_ev_per_a": [[-0.01, 0.49, -0.31], [0.29, -0.21, -0.16], [0.11, -0.24, 0.03], [-0.15, 0.21, 0.23], [-0.13, -0.16, 0.04], [-0.08, -0.02, 0.04], [0.12, -0.18, 0.06], [-0.07, 0.14, -0.09], [-0.06, -0.02, -0.14], [-0.12, -0.15, 0.19], [0.17, 0.08, 0.12], [-0.06, 0.07, -0.02]],
  "nbo_charge": [-0.620, -0.475, -0.831, -0.241, -0.249, 0.778, 0.203, 0.226, 0.203, 0.401, 0.205, 0.399]
}


Energy above the lowest of the compared OMol25 structures with the same formula, charge and spin in kcal per mole, matching the order above: 85.7, 9.1, 26.7